# 1
Molecular formula: C32H63B2ClFN2O19PS6
Method: DFT, ωB97M-V/def2-TZVPD

Properties
**Molar mass**: 1079.302 g mol⁻¹
**Maximum force**: 0.020 Eh/bohr
**HOMO-LUMO gap**: 3.54 eV

Structure (ORCA input):
```
! RIJCOSX wB97M-V def2-TZVPD def2/J DEFGRID3
* xyz -2 1
C 1.26747 -1.91959 -9.05855
C 1.71473 -1.40835 -7.68628
B 2.08149 0.13063 -7.64510
O 2.43875 0.76346 -8.81292
C 2.01500 0.83793 -6.18545
O 2.62360 -0.12995 -5.29003
N 2.65761 0.20823 -3.93985
O 3.56465 -0.32351 -3.41049
O 0.63825 0.97557 -6.03060
B 0.31720 2.33260 -6.65280
P -0.41669 2.02479 -8.48662
N 0.37280 2.70869 -9.71597
C -0.76466 3.24142 -5.83960
O -1.24177 4.17705 -6.53116
O -1.07315 2.95657 -4.66351
O 1.68954 2.92358 -6.91578
C 2.58100 2.26797 -6.14658
Cl 2.50669 2.98757 -4.40834
C 4.04089 2.36013 -6.61202
C 4.34856 3.29105 -7.77146
C 5.85920 3.47102 -7.95905
F 3.79171 4.54771 -7.55342
H 1.09400 -3.00105 -9.05209
H 2.02385 -1.70196 -9.81597
H 0.34841 -1.42671 -9.38043
H 0.97288 -1.64044 -6.91960
H 2.64032 -1.93190 -7.40233
H 1.81141 1.46774 -9.13550
H -1.80203 2.26309 -8.52621
H -0.41762 0.61225 -8.67611
H 1.06940 3.33603 -9.31744
H 4.36070 1.35090 -6.89329
H 4.66678 2.65442 -5.76635
H 3.93228 2.87207 -8.68977
H 6.21596 3.00027 -8.87537
H 6.42232 3.06523 -7.11406
H 6.07659 4.53988 -8.00313
C -3.07098 4.63159 -2.59470
C -2.71797 5.83078 -1.70647
C -3.68354 5.82622 -0.51159
S -4.13487 4.10057 -0.26892
O -5.55646 3.94535 -0.49605
O -3.59098 3.62546 0.99105
C -3.21733 3.44678 -1.65209
H -2.30477 4.42220 -3.34338
H -4.01335 4.81622 -3.11578
H -1.69153 5.72639 -1.34966
H -2.77974 6.76852 -2.25642
H -3.24421 6.19174 0.41369
H -4.60453 6.36807 -0.71782
H -3.76223 2.60651 -2.07436
H -2.24902 3.11341 -1.27995
C 1.20091 -1.81978 -0.45486
C 0.69584 -1.28590 0.88959
C 1.84323 -1.42798 1.89098
S 3.36467 -1.33283 0.93228
O 4.04387 -2.60515 1.03353
O 4.07355 -0.12632 1.29198
C 2.57945 -1.19380 -0.66873
H 0.52174 -1.56974 -1.26675
H 1.28731 -2.90766 -0.41329
H 0.41980 -0.23559 0.78040
H -0.17852 -1.82605 1.23772
H 1.86133 -0.63826 2.63326
H 1.83820 -2.39924 2.38562
H 3.19226 -1.70376 -1.40481
H 2.51288 -0.13511 -0.91532
C -0.97793 -6.79844 2.09289
C -1.91222 -7.13645 0.92256
C -2.77876 -5.89724 0.65712
S -1.79913 -4.48305 1.19126
O -2.45163 -3.86337 2.32078
O -1.39739 -3.69784 0.05432
C -0.39726 -5.42466 1.77843
H -0.18604 -7.53577 2.21498
H -1.51965 -6.73006 3.04051
H -1.32212 -7.36887 0.03394
H -2.53557 -8.00242 1.14009
H -3.02715 -5.75936 -0.39191
H -3.68507 -5.89734 1.25947
H 0.02640 -4.92168 2.64539
H 0.33334 -5.45110 0.96990
C -0.82621 -3.34092 6.72957
C 0.22925 -4.29060 7.30845
C -0.44682 -5.65820 7.50164
S -1.73891 -5.75002 6.25017
O -3.02464 -5.82225 6.90063
O -1.38022 -6.74298 5.25869
C -1.49702 -4.10631 5.59428
H -0.37451 -2.42010 6.37002
H -1.56134 -3.08232 7.49579
H 1.05672 -4.38686 6.60557
H 0.63844 -3.91728 8.24440
H 0.23142 -6.49294 7.34233
H -0.93188 -5.75447 8.47117
H -2.45833 -3.71412 5.27493
H -0.83737 -4.19630 4.73503
C -7.13622 4.38019 4.09841
C -5.95914 3.42568 4.33967
C -4.67519 4.19397 4.00802
S -5.02909 5.92411 4.33151
O -4.97968 6.67231 3.10113
O -4.28969 6.38726 5.48224
C -6.75280 5.69065 4.77667
H -8.06954 3.98447 4.49814
H -7.26868 4.54061 3.02662
H -5.95225 3.11170 5.38647
H -6.03469 2.53013 3.72549
H -3.83089 3.89977 4.62594
H -4.41904 4.08907 2.95477
H -7.31636 6.55642 4.43709
H -6.80028 5.61201 5.86281
C 4.43400 0.34536 6.43212
C 5.45705 -0.63446 7.02246
C 4.70602 -1.92743 7.36432
S 3.32316 -2.01781 6.21214
O 2.08596 -1.93722 6.95629
O 3.51102 -3.11320 5.29689
C 3.63633 -0.45075 5.40714
H 4.91390 1.20628 5.97095
H 3.76991 0.71066 7.21874
H 6.23141 -0.84202 6.28243
H 5.94634 -0.22476 7.90498
H 5.30854 -2.82256 7.23337
H 4.28519 -1.90683 8.36785
H 2.68403 -0.00309 5.13683
H 4.22088 -0.65808 4.50945
*
```

# 2
Molecular formula: C32H63NO14
Method: DFT, ωB97M-V/def2-TZVPD

Properties
**Molar mass**: 685.849 g mol⁻¹
**Maximum force**: 0.091 Eh/bohr
**HOMO-LUMO gap (spin up / spin down)**: 6.97 / 2.44 eV

Structure (ORCA input):
```
! RIJCOSX wB97M-V def2-TZVPD def2/J DEFGRID3
* xyz 1 2
O 29.91482 -4.04342 -22.35433
C 28.76671 -4.33960 -22.25851
O 27.86650 -3.73028 -21.47187
C 28.13938 -2.54204 -20.65352
C 28.78360 -2.90101 -19.40997
C 28.26102 -5.61070 -22.93114
H 27.15222 -2.16924 -20.38032
H 28.74641 -1.75183 -21.09533
H 29.85536 -3.03617 -19.55547
H 28.45259 -3.82911 -18.94395
H 28.66071 -2.18117 -18.60075
H 27.45583 -5.51004 -23.65891
H 28.07221 -6.35208 -22.15474
H 29.11988 -6.02135 -23.46202
O 22.36287 -6.99074 -15.57123
C 21.81488 -8.01163 -16.13467
O 20.93603 -7.94945 -17.12083
C 20.34311 -6.73252 -17.55161
C 19.16370 -7.01879 -18.55206
C 22.40116 -9.37160 -15.83811
H 21.08696 -6.28099 -18.20804
H 20.12477 -6.04735 -16.73249
H 19.24516 -7.98048 -19.05864
H 19.17192 -6.22218 -19.29600
H 18.13554 -7.07578 -18.19468
H 23.32379 -9.19485 -15.28528
H 22.70314 -9.98535 -16.68677
H 21.76591 -10.07008 -15.29343
O 26.89311 -8.24605 -15.15264
C 26.61891 -7.64890 -14.10512
O 27.47112 -7.15993 -13.20387
C 28.89485 -7.01806 -13.52602
C 29.11866 -5.77134 -14.37604
C 25.22417 -7.51183 -13.59004
H 29.26675 -7.92271 -14.00705
H 29.51040 -7.08476 -12.62894
H 28.53576 -4.93496 -13.99031
H 28.85136 -5.88517 -15.42661
H 30.10906 -5.31716 -14.40647
H 24.93284 -6.46172 -13.56788
H 25.31048 -7.82213 -12.54871
H 24.48092 -8.06879 -14.16055
O 21.40248 -5.97999 -21.18704
C 20.67754 -6.77457 -21.80571
O 20.87909 -8.11167 -22.08392
C 21.73698 -8.99089 -21.28626
C 23.03884 -9.05834 -22.08913
C 19.51057 -6.29946 -22.65124
H 21.16715 -9.88548 -21.03501
H 22.02258 -8.55428 -20.32923
H 23.83297 -9.52754 -21.50835
H 23.38330 -8.11289 -22.50815
H 23.07537 -9.81662 -22.87129
H 18.65261 -6.07974 -22.01584
H 19.27833 -7.03976 -23.41682
H 19.80042 -5.43302 -23.24568
O 25.97904 -11.03755 -22.82092
C 26.01772 -10.27803 -23.73696
O 25.75547 -10.52255 -25.02423
C 25.48832 -11.81593 -25.61385
C 24.02556 -12.10598 -25.49426
C 26.24338 -8.75525 -23.44960
H 26.05438 -12.60249 -25.11485
H 25.82983 -11.75131 -26.64695
H 23.55685 -11.32034 -26.08688
H 23.65562 -12.06290 -24.46987
H 23.71315 -13.01999 -25.99931
H 27.32330 -8.75376 -23.59753
H 25.82252 -8.48180 -22.48202
H 25.82039 -8.17215 -24.26763
O 18.75641 -3.00221 -15.78438
C 19.69077 -2.33179 -16.17406
O 21.06502 -2.67765 -16.17332
C 21.53898 -3.60041 -15.23670
C 22.93573 -4.12237 -15.60529
C 19.44622 -1.09691 -16.91422
H 20.79856 -4.39787 -15.29936
H 21.36302 -3.12139 -14.27354
H 23.09896 -4.55445 -16.59259
H 23.39410 -4.73290 -14.82731
H 23.49772 -3.20798 -15.79545
H 19.79831 -1.20031 -17.94059
H 19.86755 -0.25867 -16.35929
H 18.37903 -0.90126 -17.01880
O 24.53476 -11.03778 -18.12069
C 25.25172 -11.91443 -18.59471
O 24.83497 -13.02510 -19.09026
C 23.41540 -13.21173 -19.32305
C 22.72188 -12.20660 -20.36461
C 26.71906 -12.00763 -18.26933
H 22.98463 -13.27432 -18.32374
H 23.32025 -14.15824 -19.85520
H 21.66648 -12.43101 -20.51912
H 23.23216 -11.99469 -21.30419
H 22.67816 -11.20770 -19.93059
H 27.21622 -12.46372 -19.12543
H 26.82001 -12.47987 -17.29214
H 27.15508 -11.01098 -18.33771
C 26.04085 -5.57622 -18.39913
C 24.86321 -6.48070 -18.43659
C 25.22780 -7.93491 -18.35575
C 26.30889 -8.34554 -19.33503
N 27.14810 -8.68077 -20.10994
H 26.60774 -5.59218 -17.46827
H 25.87913 -4.53952 -18.69444
H 26.79100 -5.88046 -19.12907
H 24.31958 -6.33240 -19.36964
H 24.14364 -6.22088 -17.66018
H 24.33762 -8.52159 -18.58267
H 25.49743 -8.27203 -17.35488
*
```